Record 1
Molecular formula: C14H28O28S7
Method: DFT, ωB97M-V with the def2-TZVPD basis set

Structure (XYZ):
```
77
Properties=species:S:1:pos:R:3:lowdin_charge:R:1
C 5.425 -2.504 -9.581 -0.136
C 6.328 -3.187 -8.580 -0.160
O 7.258 -3.910 -9.384 -0.183
S 7.579 -3.072 -10.720 0.592
O 7.547 -3.951 -11.822 -0.211
O 8.723 -2.273 -10.472 -0.205
O 6.300 -2.148 -10.657 -0.198
H 5.018 -1.596 -9.138 0.136
H 4.629 -3.129 -9.981 0.128
H 5.772 -3.832 -7.900 0.126
H 6.874 -2.516 -7.917 0.100
C 3.964 -0.756 -4.373 -0.141
C 2.771 -0.736 -5.308 -0.172
O 2.112 -1.984 -5.070 -0.175
S 3.263 -3.083 -5.000 0.585
O 3.726 -3.407 -6.304 -0.229
O 2.834 -4.091 -4.123 -0.193
O 4.368 -2.139 -4.343 -0.184
H 3.804 -0.433 -3.348 0.134
H 4.759 -0.170 -4.836 0.133
H 3.092 -0.696 -6.352 0.126
H 2.097 0.101 -5.145 0.138
C 10.466 -3.232 -17.392 -0.118
C 10.928 -1.801 -17.090 -0.155
O 10.428 -1.521 -15.780 -0.175
S 8.969 -2.149 -15.637 0.561
O 7.993 -1.266 -16.150 -0.207
O 8.815 -2.675 -14.339 -0.194
O 9.224 -3.317 -16.663 -0.214
H 11.147 -3.996 -17.032 0.124
H 10.199 -3.341 -18.439 0.137
H 10.592 -1.062 -17.818 0.131
H 12.012 -1.729 -17.023 0.135
C 9.254 -5.729 -13.382 -0.160
C 9.150 -7.244 -13.367 -0.160
O 9.025 -7.545 -14.762 -0.177
S 10.163 -6.706 -15.499 0.573
O 9.647 -6.328 -16.760 -0.218
O 11.409 -7.331 -15.339 -0.199
O 10.143 -5.479 -14.483 -0.191
H 9.739 -5.346 -12.487 0.118
H 8.300 -5.229 -13.534 0.101
H 8.262 -7.570 -12.831 0.138
H 10.034 -7.712 -12.930 0.134
C 9.882 -6.089 -8.233 -0.134
C 9.714 -6.397 -9.709 -0.179
O 10.899 -5.800 -10.243 -0.194
S 12.126 -6.245 -9.323 0.580
O 12.975 -5.141 -9.146 -0.199
O 12.639 -7.484 -9.765 -0.212
O 11.249 -6.503 -8.010 -0.186
H 9.248 -6.669 -7.570 0.138
H 9.785 -5.020 -8.041 0.131
H 8.857 -5.957 -10.214 0.113
H 9.611 -7.480 -9.832 0.137
C 4.354 -4.103 -16.059 -0.128
C 5.878 -3.989 -15.822 -0.154
O 6.029 -3.779 -14.422 -0.199
S 4.789 -2.947 -13.883 0.564
O 4.967 -1.587 -14.221 -0.198
O 4.454 -3.268 -12.565 -0.197
O 3.742 -3.621 -14.857 -0.185
H 4.022 -5.120 -16.248 0.128
H 3.989 -3.457 -16.857 0.131
H 6.344 -3.247 -16.467 0.113
H 6.326 -4.956 -16.050 0.136
C 9.278 0.685 -9.083 -0.128
C 7.749 0.644 -8.871 -0.128
O 7.545 -0.069 -7.637 -0.207
S 8.925 -0.602 -7.018 0.569
O 9.152 -1.933 -7.438 -0.216
O 8.952 -0.362 -5.624 -0.208
O 9.824 0.430 -7.779 -0.170
H 9.655 1.669 -9.343 0.133
H 9.591 -0.032 -9.838 0.116
H 7.301 0.018 -9.643 0.110
H 7.268 1.617 -8.869 0.130
```

Properties
E: -148142.3746 eV
E_LUMO: 0.12 eV
Kohn-Sham gap: 11.2 eV

=====

Record 2
Molecular formula: C14H28O3S
Method: DFT, ωB97M-V with the def2-TZVPD basis set

Structure (XYZ):
```
46
Properties=species:S:1:pos:R:3:nbo_charge:R:1
C -4.202 0.310 -2.028 -0.611
C -2.855 -0.204 -2.581 -0.399
C -2.439 -1.550 -1.979 -0.384
C -1.513 -1.402 -0.748 -0.398
C -1.713 -2.567 0.209 -0.389
C -0.635 -2.694 1.267 -0.391
C -0.646 -1.561 2.307 -0.404
C 0.593 -0.647 2.187 -0.389
C 0.281 0.810 2.466 -0.391
C 1.410 1.768 2.068 -0.386
C 1.791 1.657 0.578 -0.263
C 3.144 0.930 0.441 -0.442
C 3.281 0.072 -0.812 -0.090
O 3.648 0.856 -1.972 -0.697
S 2.483 1.948 -2.311 1.741
O 2.900 2.512 -3.550 -0.917
O 2.817 3.085 -1.178 -0.714
C 1.829 3.027 -0.106 -0.082
H -4.026 1.117 -1.328 0.203
H -4.788 0.699 -2.851 0.211
H -4.761 -0.480 -1.544 0.201
H -2.897 -0.303 -3.659 0.204
H -2.095 0.515 -2.295 0.195
H -1.914 -2.151 -2.718 0.200
H -3.307 -2.121 -1.654 0.189
H -0.493 -1.352 -1.126 0.192
H -1.765 -0.453 -0.278 0.189
H -1.709 -3.484 -0.381 0.200
H -2.704 -2.485 0.649 0.198
H -0.806 -3.633 1.790 0.204
H 0.340 -2.807 0.803 0.194
H -1.562 -0.978 2.279 0.199
H -0.600 -2.027 3.288 0.205
H 0.986 -0.774 1.184 0.184
H 1.366 -1.001 2.867 0.201
H 0.140 0.929 3.539 0.205
H -0.643 1.137 1.992 0.196
H 2.277 1.577 2.691 0.202
H 1.073 2.779 2.298 0.203
H 1.053 1.034 0.083 0.204
H 3.945 1.663 0.428 0.232
H 3.323 0.296 1.301 0.218
H 4.097 -0.617 -0.652 0.208
H 2.351 -0.465 -0.992 0.176
H 2.087 3.815 0.588 0.204
H 0.861 3.222 -0.560 0.188
```

Properties
E: -31948.9071 eV
E_LUMO: 0.69 eV
Kohn-Sham gap: 10.6 eV

=====

Record 3
Molecular formula: C14H29AlF5LiNO3P
Method: DFT, ωB97M-V with the def2-TZVPD basis set

Structure (XYZ):
```
55
Properties=species:S:1:pos:R:3:nbo_charge:R:1
C -3.561 1.534 0.979 -0.643
C -3.486 0.922 2.534 -0.420
C -4.229 -0.524 2.703 -0.416
C -3.242 -1.824 2.830 -0.415
C -1.932 -1.635 3.780 -0.425
C -0.566 -1.116 3.073 -0.419
C -0.587 -0.958 1.449 -1.011
Al 1.221 -0.532 0.577 1.425
C 0.874 0.826 -0.923 -1.027
C 2.105 1.870 -1.214 -0.410
C 2.580 1.812 -2.803 -0.495
C 1.651 2.713 -3.811 0.649
F 1.410 4.106 -3.357 -0.341
F 2.434 2.834 -5.097 -0.375
C 0.232 1.952 -4.261 0.954
F -0.882 2.194 -3.304 -0.287
F -0.126 2.476 -5.632 -0.462
F 0.516 0.487 -4.479 -0.300
C 1.862 -2.281 -0.377 -0.784
N 2.174 -2.060 -1.842 -0.685
C 1.277 -2.872 -2.755 -0.426
P 2.915 0.046 2.055 1.664
O 2.504 -0.270 3.580 -1.106
O 4.296 -1.027 1.741 -1.010
O 3.366 1.732 2.022 -1.029
H -4.535 2.180 0.928 0.205
H -3.518 0.645 0.219 0.216
H -2.632 2.278 0.887 0.212
H -2.394 0.984 2.949 0.227
H -4.121 1.700 3.180 0.195
H -5.040 -0.515 3.578 0.205
H -4.871 -0.690 1.710 0.195
H -3.902 -2.675 3.349 0.200
H -3.022 -2.252 1.745 0.214
H -1.714 -2.674 4.293 0.205
H -2.233 -0.896 4.664 0.200
H 0.315 -1.829 3.438 0.228
H -0.304 -0.046 3.520 0.205
H -0.927 -2.014 1.009 0.201
H -1.358 -0.173 1.052 0.202
H -0.160 1.351 -0.672 0.211
H 0.729 0.196 -1.924 0.212
H 1.666 2.963 -1.054 0.210
H 3.075 1.663 -0.581 0.240
H 2.713 0.686 -3.175 0.281
H 3.672 2.292 -2.816 0.252
H 2.811 -2.750 0.168 0.187
H 1.004 -3.093 -0.245 0.178
H 3.159 -2.433 -1.982 0.354
H 1.788 -3.892 -3.093 0.175
H 0.222 -3.122 -2.304 0.205
H 1.108 -2.262 -3.756 0.171
H 4.051 -1.912 2.182 0.504
H 2.688 2.319 2.469 0.509
Li -1.074 3.563 -7.205 0.996
```

Properties
E: -52290.8509 eV
E_LUMO: -3.45 eV
Kohn-Sham gap: 3.1 eV

=====

Record 4
Molecular formula: C14H29AlI2N3S3
Method: DFT, ωB97M-V with the def2-TZVPD basis set

Structure (XYZ):
```
52
Properties=species:S:1:pos:R:3:nbo_charge:R:1
Al -0.108 1.257 0.377 1.445
C 2.517 0.909 4.111 -0.642
C 1.943 1.115 2.729 -0.188
S 0.220 0.765 2.590 -0.364
C 2.689 1.536 1.692 -0.194
C 4.165 1.812 1.801 -0.636
S 2.069 1.798 0.056 -0.384
H 1.712 0.774 4.832 0.220
H 3.116 1.761 4.441 0.203
H 3.154 0.020 4.159 0.199
H 4.532 1.710 2.821 0.201
H 4.394 2.822 1.451 0.212
H 4.733 1.125 1.167 0.205
I 0.423 2.420 -3.247 0.189
C 0.771 4.466 -2.864 -0.747
I 0.197 5.170 -0.958 0.166
H 0.218 5.032 -3.602 0.216
H 1.835 4.633 -2.967 0.219
C -3.418 0.590 -1.325 -0.611
C -2.950 1.801 -0.488 0.119
C -3.764 1.802 0.824 -0.611
C -3.326 3.077 -1.270 -0.611
N -1.569 1.747 -0.235 -1.420
H -4.491 0.620 -1.549 0.174
H -3.199 -0.330 -0.776 0.193
H -2.860 0.562 -2.264 0.202
H -4.847 1.839 0.650 0.171
H -3.473 2.664 1.427 0.202
H -3.529 0.900 1.395 0.199
H -4.391 3.111 -1.529 0.173
H -2.739 3.122 -2.190 0.199
H -3.082 3.958 -0.673 0.201
C 2.260 -1.776 0.529 -0.426
N 1.247 -2.760 0.180 -0.431
C 1.095 -3.824 1.155 -0.414
C 0.270 -2.457 -0.708 0.298
S -0.049 -0.917 -1.256 -0.132
N -0.476 -3.552 -1.138 -0.466
C -1.691 -3.280 -1.889 -0.410
C 0.278 -4.657 -1.714 -0.405
H 3.160 -2.316 0.833 0.185
H 1.918 -1.136 1.346 0.235
H 2.481 -1.143 -0.326 0.248
H 1.086 -3.386 2.157 0.210
H 1.927 -4.533 1.098 0.184
H 0.161 -4.354 0.991 0.222
H -2.283 -2.520 -1.388 0.241
H -2.261 -4.209 -1.947 0.186
H -1.476 -2.925 -2.903 0.190
H 1.198 -4.831 -1.164 0.210
H 0.533 -4.445 -2.760 0.183
H -0.323 -5.568 -1.682 0.195
```

Properties
E: -74766.0403 eV
Net charge: -1
E_LUMO: 2.44 eV
Kohn-Sham gap: 5.5 eV

=====

Record 5
Molecular formula: C14H29AsLuN4O9P2S
Method: DFT, ωB97M-V with the def2-TZVPD basis set

Structure (XYZ):
```
61
Properties=species:S:1:pos:R:3:nbo_charge:R:1
Lu -0.628 0.412 -1.227 1.985
O 0.029 2.420 -2.563 -1.059
As -0.710 1.344 -3.866 1.753
O -2.289 1.106 -2.838 -0.873
O -0.106 -0.045 -3.247 -1.207
C -3.416 1.852 -2.708 0.412
C -4.099 2.412 -3.782 -0.295
C -5.338 2.990 -3.559 -0.151
C -5.891 3.023 -2.285 -0.229
C -5.177 2.532 -1.202 -0.139
C -3.932 1.971 -1.419 -0.420
S -2.879 1.325 -0.123 2.396
O -3.486 1.543 1.153 -0.924
O -2.583 -0.100 -0.434 -1.000
O -1.554 2.016 -0.264 -1.019
H 0.113 3.357 -2.781 0.522
H -3.640 2.355 -4.765 0.229
H -5.893 3.401 -4.387 0.231
H -6.873 3.447 -2.140 0.233
H -5.562 2.581 -0.195 0.248
C -1.869 -0.665 2.695 -0.422
N -0.602 -0.338 2.052 -0.811
C -0.088 0.989 2.354 -0.414
P 0.118 -1.444 1.068 2.507
O -0.208 -1.505 -0.390 -1.136
O 1.693 -0.998 1.181 -1.095
P 2.400 -0.029 0.060 2.538
O 1.384 0.837 -0.597 -1.149
N 3.201 -1.034 -0.997 -0.790
C 2.466 -1.514 -2.162 -0.417
C 4.028 -2.073 -0.398 -0.414
N 3.391 0.875 1.020 -0.797
C 4.279 0.273 1.999 -0.411
C 3.909 2.101 0.431 -0.413
N -0.004 -2.913 1.774 -0.799
C -0.180 -4.136 1.011 -0.404
C 0.401 -3.092 3.154 -0.406
H -1.734 -0.684 3.779 0.198
H -2.202 -1.640 2.350 0.219
H -2.628 0.074 2.441 0.249
H -0.080 1.123 3.439 0.208
H -0.718 1.769 1.916 0.230
H 0.928 1.107 1.980 0.219
H 1.852 -0.709 -2.565 0.245
H 1.824 -2.368 -1.923 0.194
H 3.191 -1.818 -2.917 0.215
H 4.665 -1.641 0.366 0.211
H 4.663 -2.495 -1.177 0.224
H 3.428 -2.875 0.044 0.189
H 3.846 -0.663 2.346 0.219
H 4.371 0.955 2.845 0.217
H 5.282 0.099 1.596 0.194
H 3.196 2.464 -0.307 0.230
H 4.880 1.937 -0.043 0.196
H 4.020 2.851 1.216 0.215
H -0.510 -3.884 0.005 0.234
H -0.935 -4.759 1.494 0.210
H 0.751 -4.708 0.959 0.194
H 0.472 -2.118 3.632 0.217
H 1.370 -3.594 3.221 0.202
H -0.338 -3.700 3.676 0.213
```

Properties
E: -163253.9931 eV
Net charge: +1
E_LUMO: -1.84 eV
Kohn-Sham gap: 9.7 eV

=====

Record 6
Molecular formula: C14H29BN6O4S
Method: DFT, ωB97M-V with the def2-TZVPD basis set

Structure (XYZ):
```
55
Properties=species:S:1:pos:R:3:nbo_charge:R:1
C 1.545 -4.097 2.375 -0.625
C 0.170 -4.440 1.703 -0.400
C 0.086 -4.092 0.189 -0.431
C 0.561 -2.669 -0.180 -0.071
O -0.549 -1.793 -0.436 -0.551
C -0.110 -0.482 -0.710 0.384
O -0.473 0.043 -1.992 -0.554
C -0.429 1.489 -1.952 -0.052
C 0.121 1.851 -0.521 -0.433
C 1.674 1.900 -0.251 -0.420
C 2.591 2.100 -1.490 0.409
N 3.990 2.242 -0.954 -0.862
N 2.343 3.372 -2.173 -0.821
N 2.609 0.952 -2.396 -0.879
B -0.609 3.261 -0.182 1.116
N -1.820 3.373 0.676 -1.160
O -0.110 4.422 -0.730 -0.865
C -0.554 0.650 0.239 -0.203
C -0.353 0.493 1.761 -0.434
C -1.536 -0.324 2.377 -0.522
S -3.159 0.524 2.272 0.256
C -3.968 -0.164 0.858 0.246
N -4.800 -1.200 0.816 -0.264
N -5.161 -1.429 -0.439 -0.284
C -4.588 -0.535 -1.226 0.285
O -3.874 0.239 -0.420 -0.420
H 2.291 -3.716 1.651 0.200
H 1.989 -4.938 2.932 0.216
H 1.369 -3.298 3.125 0.204
H 0.040 -5.535 1.805 0.211
H -0.636 -3.914 2.242 0.202
H -0.992 -4.128 -0.079 0.234
H 0.561 -4.863 -0.446 0.212
H 1.273 -2.226 0.540 0.169
H 1.107 -2.746 -1.150 0.177
H 0.991 -0.601 -0.843 0.138
H 0.148 1.762 -2.845 0.211
H -1.472 1.879 -1.955 0.168
H 1.963 1.022 0.361 0.204
H 1.854 2.785 0.396 0.221
H 4.520 1.399 -1.134 0.357
H 3.956 2.437 0.042 0.358
H 3.200 3.526 -2.710 0.366
H 1.613 3.270 -2.878 0.352
H 3.015 1.174 -3.296 0.374
H 3.016 0.124 -1.977 0.362
H -1.527 3.097 1.614 0.381
H -2.550 2.737 0.361 0.392
H -0.541 5.139 -0.234 0.497
H -1.618 0.782 -0.029 0.218
H 0.581 -0.087 1.925 0.216
H -0.223 1.452 2.294 0.208
H -1.309 -0.474 3.451 0.233
H -1.581 -1.332 1.925 0.251
H -4.636 -0.412 -2.304 0.223
```

Properties
E: -43629.8975 eV
SMILES: CCCCO[C@H]1OC[C@@](CC(N)(N)N)(B(N)O)[C@@H]1CCSc1nnco1
E_LUMO: 0.33 eV
Kohn-Sham gap: 9.4 eV

=====

Record 7
Molecular formula: C14H29CoF6O6Sb
Method: DFT, ωB97M-V with the def2-TZVPD basis set

Structure (XYZ):
```
57
Properties=species:S:1:pos:R:3:nbo_charge:R:1
Co 0.082 -0.077 0.064 1.615
C 1.563 -1.263 -2.219 -0.090
C 0.245 -0.694 -2.755 -0.101
O -0.229 0.385 -1.921 -0.547
C -1.611 0.693 -2.222 -0.106
C -1.995 1.934 -1.451 -0.086
O -1.580 1.799 -0.098 -0.564
C -2.552 1.848 0.946 -0.084
C -2.912 0.437 1.366 -0.090
O -1.722 -0.323 1.520 -0.584
C -1.294 -0.683 2.822 -0.082
C -0.190 -1.691 2.618 -0.089
O 0.780 -1.061 1.756 -0.541
C 1.958 -1.820 1.433 -0.092
C 1.955 -2.257 -0.017 -0.105
O 1.682 -1.075 -0.798 -0.529
H 2.424 -0.780 -2.679 0.214
H 1.587 -2.327 -2.451 0.230
H -0.516 -1.468 -2.795 0.233
H 0.405 -0.299 -3.759 0.217
H -2.222 -0.170 -1.949 0.229
H -1.706 0.878 -3.293 0.214
H -3.073 2.087 -1.530 0.208
H -1.492 2.809 -1.866 0.203
H -3.440 2.396 0.626 0.201
H -2.088 2.392 1.770 0.206
H -3.496 -0.064 0.591 0.211
H -3.498 0.441 2.287 0.208
H -2.109 -1.148 3.380 0.217
H -0.929 0.192 3.368 0.196
H -0.571 -2.596 2.146 0.226
H 0.288 -1.934 3.568 0.213
H 2.031 -2.694 2.080 0.227
H 2.806 -1.164 1.628 0.222
H 1.193 -3.009 -0.215 0.234
H 2.940 -2.647 -0.279 0.221
C 2.159 2.318 -1.270 -0.623
C 1.972 2.273 0.234 0.235
C 1.466 3.620 0.781 -0.606
C 3.273 1.877 0.948 -0.617
O 1.013 1.345 0.687 -0.679
H 2.942 3.040 -1.507 0.233
H 1.246 2.626 -1.775 0.213
H 2.469 1.348 -1.655 0.196
H 2.187 4.392 0.513 0.219
H 1.369 3.583 1.865 0.220
H 0.501 3.867 0.340 0.213
H 4.020 2.648 0.758 0.218
H 3.644 0.928 0.558 0.196
H 3.115 1.795 2.023 0.219
F -0.875 -1.742 -0.441 -0.739
Sb -2.094 -3.337 -0.599 3.186
F -2.881 -2.855 1.034 -0.669
F -0.727 -4.210 0.366 -0.677
F -3.183 -4.817 -0.850 -0.643
F -1.119 -3.630 -2.185 -0.675
F -3.210 -2.115 -1.497 -0.674
```

Properties
E: -87737.2705 eV
Net charge: +1
E_LUMO (spin up / spin down): -5.61 / -5.62 eV
Kohn-Sham gap (spin up / spin down): 7.1 / 7.1 eV

=====

Record 8
Molecular formula: C14H29N3
Method: DFT, ωB97M-V with the def2-TZVPD basis set

Structure (XYZ):
```
46
Properties=species:S:1:pos:R:3:nbo_charge:R:1
N -0.739 -2.541 2.349 -0.488
C -0.129 -1.389 2.103 0.433
N -0.226 -0.537 3.199 -0.632
N -1.272 2.698 1.689 -0.461
C -0.716 5.160 2.113 -0.620
C -1.360 2.012 -0.734 -0.616
C 1.518 -4.293 -2.993 -0.597
C -0.818 -4.671 1.486 -0.585
C 0.437 -1.291 0.760 -0.485
C -1.426 3.893 2.514 -0.207
C -1.837 2.938 0.390 -0.216
C -0.121 0.894 2.959 -0.224
C -1.413 1.344 2.322 -0.214
C 0.852 -4.374 -1.654 -0.391
C 0.386 -2.999 -1.163 -0.406
C -0.725 -3.214 1.066 -0.108
C 0.480 -2.825 0.363 -0.171
H -0.312 -0.954 4.183 0.429
H 0.040 5.286 2.834 0.211
H -1.309 5.981 1.954 0.209
H -0.187 5.048 1.164 0.209
H -1.308 0.963 -0.405 0.193
H -0.368 2.345 -1.133 0.209
H -2.022 1.929 -1.633 0.216
H 0.887 -3.773 -3.691 0.201
H 2.500 -3.794 -2.872 0.198
H 1.669 -5.368 -3.205 0.209
H 0.060 -4.987 1.954 0.200
H -1.722 -4.810 2.110 0.218
H -0.843 -5.268 0.590 0.185
H 1.405 -0.804 0.766 0.226
H -0.097 -0.693 0.121 0.223
H -1.057 3.642 3.492 0.191
H -2.495 4.212 2.610 0.154
H -2.934 2.920 0.416 0.155
H -1.591 3.953 0.067 0.198
H 0.721 1.221 2.327 0.199
H 0.008 1.422 3.944 0.199
H -2.187 1.420 3.132 0.183
H -1.704 0.696 1.560 0.198
H 1.592 -4.873 -1.041 0.196
H 0.059 -5.154 -1.695 0.195
H 1.077 -2.282 -1.675 0.195
H -0.584 -2.827 -1.465 0.205
H -1.623 -3.025 0.459 0.174
H 1.451 -3.289 0.799 0.211
```

Properties
E: -19456.3325 eV
SMILES: CCC[C@H]1CC(NCCN(CC)CC)=N[C@@H]1C
E_LUMO: 0.94 eV
Kohn-Sham gap: 8.8 eV